(1)
Entry from the OMol25 dataset: C6H12N2O2 as an isolated structure (ωB97M-V/def2-TZVPD).

XYZ file:
```
22
C6H12N2O2 ωB97M-V/def2-TZVPD
C -1.2999 -0.0743 0.4074
O 0.8413 -1.9049 -0.2984
O -2.0798 -0.6747 1.1272
H -2.9606 -0.6668 -1.8572
H 0.1457 2.2381 1.6496
H 1.3134 0.9992 -1.7526
H -0.9483 0.7130 -1.5810
H 0.1993 -1.3829 2.1820
C -1.1586 -0.1974 -1.0344
N -2.0538 -1.0974 -1.6930
C 1.5623 -0.0503 -1.6081
H -0.2331 0.1557 2.9913
C 0.3913 -0.3132 2.2314
H 1.4431 -0.1283 2.4570
C 0.5087 1.6707 0.7900
H -2.2050 -1.9314 -1.1309
H 0.1262 2.1065 -0.1301
N 0.0844 0.2717 0.9210
H 1.4925 -0.5587 -2.5693
H 2.5894 -0.1340 -1.2407
C 0.6424 -0.7519 -0.6368
H 1.5992 1.7115 0.7755
```

The calculation puts the LUMO energy at 0.6 eV. As for the multiplicity: 1. For the orbital gap, the calculation gives 8.70 eV.

(2)
Entry from the OMol25 dataset: a 2-piece molecular cluster, C6H12N2O2 overall (ωB97M-V/def2-TZVPD).

XYZ file:
```
22
C6H12N2O2 ωB97M-V/def2-TZVPD
H -2.7666 1.0027 0.4943
H 0.3291 2.0211 -2.1944
H 0.3349 0.5369 1.2453
H 1.6988 0.0199 -1.4419
H 0.6570 -1.8872 0.9924
O -2.7978 -0.8916 1.2632
N 2.6228 -1.4337 3.3895
H -0.6713 -0.0812 -2.1434
H -0.0621 2.3364 -0.4850
H 2.2630 -1.6601 0.2788
C 2.1512 -1.3530 2.3366
C 1.5485 -1.2416 1.0045
C 1.1892 0.2059 0.6353
C -3.0281 -0.0651 0.4104
C 0.6768 1.8801 -1.1607
H -0.2631 -1.3196 -1.1704
H 1.6295 2.4145 -1.0484
C 0.8453 0.3979 -0.8459
H 2.0408 0.8580 0.8773
O -3.8248 -0.2651 -0.6344
N -0.3878 -0.3113 -1.1948
H -4.1854 -1.1637 -0.6079
```

The calculation puts the LUMO energy at 0.6 eV. As for the multiplicity: 1. For the orbital gap, the calculation gives 10.51 eV.

(3)
Entry from the OMol25 dataset: an isolated molecule of C6H12N2O2Si (ωB97M-V/def2-TZVPD).

XYZ file:
```
23
C6H12N2O2Si ωB97M-V/def2-TZVPD
H 1.6496 1.6009 0.8787
H -2.8135 -1.6578 -1.5586
N 2.6528 -0.7456 -0.1138
H -0.4898 1.3832 -1.4175
H -2.2164 -0.9251 2.2616
C 2.6875 1.5565 0.6386
O 1.2426 -2.5234 0.1957
H -1.2115 -2.3441 -1.4062
C 3.2808 0.4584 -0.0640
O 4.3955 0.6422 -0.6330
N 0.3516 -0.5521 0.2238
H 3.1388 2.4083 1.0620
H -3.2799 0.4860 1.6517
C -1.4316 1.4295 -0.7611
H 3.1378 -1.5662 -0.4205
C 1.3751 -1.2856 0.1999
C -2.2961 -0.0684 1.7523
C -1.8052 -1.4329 -1.3980
H -1.4282 -0.8910 -2.2028
H -1.7618 0.5647 2.4751
H -1.5365 2.4087 -0.2135
Si -1.2599 -0.2309 0.0936
H -2.3818 1.2845 -1.2440
```

The calculation puts the LUMO energy (spin up / spin down) at -1.4 / -2.9 eV. As for the multiplicity: 1. For the orbital gap (spin up / spin down), the calculation gives 8.81 / 6.90 eV.

(4)
Entry from the OMol25 dataset: an isolated molecule of C6H12N2O5 (ωB97M-V/def2-TZVPD).

XYZ file:
```
25
C6H12N2O5 ωB97M-V/def2-TZVPD
O 1.3562 -1.7155 -1.5107
H 2.8138 1.4927 -0.6136
H 0.7270 0.7772 -0.6802
H 2.1470 3.2531 0.2996
O 1.5015 2.3867 0.8112
H -3.0587 -1.7637 -0.4061
N 0.4609 -0.3052 1.0963
O -2.7186 1.3251 -1.7216
O -1.3088 -1.2417 1.9448
H -1.5767 -0.9110 -1.0037
H 1.8262 -2.6160 -1.7615
H -3.0656 -1.3620 1.2074
C -2.1503 1.3291 -0.3987
C 2.2708 1.2850 0.3393
H -3.6333 0.8289 -1.6765
N -3.1677 -0.9606 0.1757
H 0.8109 -0.7283 2.0044
C 2.0933 -0.8952 -0.6453
C -0.7595 -0.6806 0.9303
C -1.8282 -0.2610 -0.1026
H -1.0522 1.7586 -0.6828
H 2.9583 0.9949 1.2323
C 1.3547 0.2281 -0.0342
O 3.2805 -0.8410 -0.5082
H -2.7202 1.7951 0.5195
```

The calculation puts the LUMO energy at 0.1 eV. As for the multiplicity: 1. For the orbital gap, the calculation gives 9.55 eV.

(5)
Entry from the OMol25 dataset: C6H12N2OPW as an isolated structure (ωB97M-V/def2-TZVPD).

XYZ file:
```
23
C6H12N2OPW ωB97M-V/def2-TZVPD
C 1.7579 1.9715 1.1462
H 0.3862 2.9463 -1.8181
H -1.0481 -3.4705 2.7737
H -2.5511 -2.2389 -0.2291
P -1.2073 -0.1125 -2.1519
C -1.1135 -2.1325 1.2012
N -2.2081 -2.6569 0.6272
H -0.8842 0.4997 -3.4216
N -0.6087 -2.6722 2.3303
H 1.8718 1.9371 2.2235
W 0.0090 0.5039 -0.2474
H -2.6702 -3.4590 1.0484
H 0.2173 -2.2427 2.7248
C 2.6433 1.3967 0.1837
H 3.5214 0.8048 0.4147
H -0.1310 3.2211 0.8901
H 2.6633 1.4557 -2.0591
H -1.2315 -1.5021 -2.5517
C 0.6619 2.6053 0.4635
H -2.6249 0.1722 -2.0782
C 0.9205 2.4160 -1.0273
C 2.1642 1.6930 -1.1256
O -0.5381 -1.1360 0.6829
```

The expectation value of S² is 2.012. The calculation puts the LUMO energy (spin up / spin down) at -3.5 / -3.5 eV. As for the multiplicity: 3. Its charge is +1. For the orbital gap (spin up / spin down), the calculation gives 7.22 / 6.55 eV.

(6)
Entry from the OMol25 dataset: an isolated molecule of C6H12N2OS (ωB97M-V/def2-TZVPD).

XYZ file:
```
22
C6H12N2OS ωB97M-V/def2-TZVPD
H -0.1479 1.7263 0.6524
C -2.8122 0.2939 0.3440
H 2.5536 1.2273 -1.7849
H 3.3272 1.3642 -0.3840
N -1.4808 0.3248 -0.0054
C 2.8269 0.6525 -0.9128
C 1.5102 0.4521 -0.1732
H 3.2448 -0.3815 -1.1045
N -0.7337 -0.6954 -0.1078
H 1.4861 2.0017 1.2964
H -0.3145 -2.5205 0.5059
H -2.0171 -2.3867 -0.3679
H -3.3916 1.1341 0.1389
H -3.3929 -0.6586 -0.2379
C 0.8663 1.6886 0.3645
C -1.2134 -2.0485 0.2688
H -1.6005 -2.0049 1.2304
H 1.1257 2.6335 -0.3480
S 1.9705 -0.6584 1.3065
H -3.1510 0.0485 1.4603
C 0.5400 -0.6269 -0.6997
O 0.8044 -1.5659 -1.4420
```

The calculation puts the LUMO energy (spin up / spin down) at -0.3 / -2.2 eV. As for the multiplicity: 1. For the orbital gap (spin up / spin down), the calculation gives 8.44 / 5.15 eV.

(7)
Entry from the OMol25 dataset: a 2-piece molecular cluster, C6H12N2S overall (ωB97M-V/def2-TZVPD).

XYZ file:
```
21
C6H12N2S ωB97M-V/def2-TZVPD
H 0.1954 2.9332 -1.0047
H 1.7039 1.8063 -1.3637
H 1.3127 -1.2764 0.4576
N -1.6486 1.6302 1.7791
H 0.5896 -1.7918 2.6205
C 0.7194 -0.5552 0.9082
H -1.2309 0.8199 -1.4655
S -3.2250 -2.5054 1.0355
C -0.9052 1.0651 1.1233
C -0.1413 0.6694 -1.1846
H 1.3549 -0.5761 -2.1453
H -0.0483 -0.2532 3.0046
H -0.2538 -1.1789 -2.2210
H -2.0455 -1.9014 1.1866
C 0.7585 -0.7075 2.4122
N 0.3327 -0.3752 -2.0716
H -3.7189 -1.2254 1.0587
C 0.0917 0.4650 0.2869
C 0.7000 2.0913 -1.5791
H 1.7924 -0.4046 2.7915
H 0.6069 2.3313 -2.6725
```

The calculation puts the LUMO energy at 0.5 eV. As for the multiplicity: 1. For the orbital gap, the calculation gives 9.94 eV.

(8)
Entry from the OMol25 dataset: an isolated ion of composition C6H12N2S3 and charge +2 (ωB97M-V/def2-TZVPD).

XYZ file:
```
23
C6H12N2S3 ωB97M-V/def2-TZVPD
N -1.9993 -1.3200 -0.1394
C 2.5470 2.6605 -0.1698
H 1.6664 3.0428 -0.5232
C -1.1199 -0.3362 -0.1331
H 4.4290 1.2067 0.2981
S 0.5675 -0.7994 -0.2911
H -1.8080 -3.2841 -1.0163
H 3.5095 -0.4482 -0.5060
H -3.7558 -0.7356 0.9469
C 1.1072 0.7479 -0.0399
H -0.7804 -2.7799 0.5843
H 3.2849 2.8798 -0.8431
H 2.7962 3.2989 0.7914
H -4.0873 -2.0539 -0.1239
C -3.4255 -1.0846 0.0192
S -3.2175 2.0346 0.3520
H -2.3745 -3.1337 0.5094
N 2.3068 1.2044 0.0285
C -1.6261 -2.7070 -0.0145
S -1.5291 1.4867 -0.3165
C 3.5311 0.4294 0.2201
H 3.6117 0.0297 1.2141
H -3.6338 -0.3389 -0.8471
```

The calculation puts the LUMO energy (spin up / spin down) at -10.4 / -9.7 eV. As for the multiplicity: 1. Its charge is +2. For the orbital gap (spin up / spin down), the calculation gives 6.20 / 7.30 eV.

(9)
Entry from the OMol25 dataset: an isolated ion of composition C6H12N3 and charge +1 (ωB97M-V/def2-TZVPD).

XYZ file:
```
21
C6H12N3 ωB97M-V/def2-TZVPD
N 1.2191 1.1313 -1.1123
C -2.4563 0.6470 -0.1098
H -2.8317 0.8124 0.8130
C 0.1163 -0.8809 -0.3003
H 0.9073 -2.7372 0.6113
H -0.6842 -0.2241 1.6690
H 2.0651 -1.2806 0.3117
H 1.5369 -2.3165 -1.0881
H -0.6671 -1.5907 -0.3214
C -0.9633 0.9728 -0.0375
C -0.0324 0.4535 -1.1725
N 1.2119 0.7184 1.2299
C 1.7099 1.2533 0.0381
H 2.5730 1.7504 0.0395
H 1.7721 -0.0209 1.6253
N -0.1306 0.0393 0.8836
H -2.7982 -0.3023 -0.2758
C 1.2320 -1.8135 -0.0697
H -2.8525 1.2525 -0.7809
H -0.2285 0.2152 -2.2610
H -0.6986 1.9207 0.3079
```

The calculation puts the LUMO energy at -3.1 eV. As for the multiplicity: 1. Its charge is +1. For the orbital gap, the calculation gives 11.06 eV.

(10)
Entry from the OMol25 dataset: an isolated ion of composition C6H12N3 and charge +1 (ωB97M-V/def2-TZVPD).

XYZ file:
```
21
C6H12N3 ωB97M-V/def2-TZVPD
H -1.7068 0.0111 2.0916
H -1.9863 -0.6405 -2.9393
H -2.3321 -1.0608 -1.1650
H -2.5058 0.4979 -1.6973
H 1.3223 -1.6200 1.3667
C 0.2210 -0.2300 -0.6509
H -2.4594 -0.3917 0.5196
H 3.6807 2.5871 1.5459
C 3.0310 2.3952 0.6261
H 3.5887 2.4361 -0.2989
C 0.7782 -0.6606 1.5639
C -1.9061 -0.3234 -1.8743
N 1.7078 0.3604 1.4796
H -0.1388 0.2527 -2.6100
N -0.4395 -0.1468 -1.7483
N -0.3111 -0.5868 0.5435
C 2.3794 1.1468 0.8977
H 2.3852 3.2953 0.6552
H 0.4736 -0.7273 2.6393
C -1.5414 -0.6502 1.2177
H -1.6945 -1.6485 1.6792
```

The expectation value of S² is 2.010. The calculation puts the LUMO energy (spin up / spin down) at -3.4 / -6.4 eV. As for the multiplicity: 3. Its charge is +1. For the orbital gap (spin up / spin down), the calculation gives 5.50 / 7.80 eV.

(11)
Entry from the OMol25 dataset: C6H12N3O as an isolated structure (ωB97M-V/def2-TZVPD).

XYZ file:
```
22
C6H12N3O ωB97M-V/def2-TZVPD
H -0.7393 -2.9061 -0.0041
N -0.6628 1.2741 -1.3910
H 2.2568 0.9126 1.4531
H -1.4330 -2.0987 1.2798
H 1.4227 2.2847 0.5902
C 0.3019 0.2840 0.6811
H -0.2256 0.5070 1.6279
H -1.5287 -1.4406 -0.2650
H 1.9888 1.0099 -0.2917
C -2.0474 0.9323 0.1051
C 1.5951 1.2045 0.6117
C 0.4745 -1.2260 0.3594
O 0.4945 1.3922 -2.0090
C -0.8454 -1.9502 0.3690
H 1.2878 -1.6743 1.0917
C -1.8911 1.7180 -1.7766
H -2.3334 0.6720 1.0437
H -2.2331 2.3108 -2.6372
N -2.7131 1.5560 -0.8060
N -0.7104 0.8164 -0.1702
H 0.9628 -1.3738 -0.5902
H 0.7827 2.3900 -2.2808
```

The calculation puts the LUMO energy at -4.1 eV. As for the multiplicity: 1. Its charge is +1. For the orbital gap, the calculation gives 10.94 eV.

(12)
Entry from the OMol25 dataset: a 2-piece molecular cluster, C6H12N4 overall (ωB97M-V/def2-TZVPD).

XYZ file:
```
22
C6H12N4 ωB97M-V/def2-TZVPD
H -3.5649 0.1167 0.9086
C 1.5212 0.4072 0.2199
C -3.1969 0.8453 0.1898
N 3.5019 1.1065 -0.3853
N -0.9753 0.5700 1.0360
H -0.8309 1.5300 1.3448
H -3.2744 1.8385 0.6288
C 2.2981 -0.7257 0.1870
H -3.8063 0.8033 -0.7086
H -1.8843 -1.6121 -0.0345
N 2.2462 1.4746 -0.1247
N 1.9078 -2.0411 0.3844
C 3.5483 -0.2081 -0.2079
C -1.6185 -0.8659 -0.7821
C -1.7255 0.5255 -0.1652
H 1.9726 2.4403 -0.1601
H 4.4676 -0.7352 -0.3643
H -1.4076 1.2823 -0.9066
H 2.6402 -2.6304 0.7550
H 1.0520 -2.1119 0.9193
H -2.2793 -0.9585 -1.6404
H -0.5919 -1.0512 -1.0938
```

The calculation puts the LUMO energy at -1.6 eV. As for the multiplicity: 1. For the orbital gap, the calculation gives 6.42 eV.

Calculated relative energy (zero: lowest compared OMol25 entry of this formula, charge and spin), 267.0, 63.2, 443.1, 414.4, 0.0, 521.3, 196.4, 372.2, 483.2, 321.7, 534.7, 453.6 kJ/mol (same order as the records).
Calculated F_max, 3.16, 1.67, 4.39, 7.39, 3.77, 6.70, 3.55, 4.78, 4.61, 5.42, 4.01, 3.21 eV/Å (same order as the records).